No. 1
Molecular formula: C38H38F5N9Si
Method: DFT, the ωB97M-V functional and the def2-TZVPD basis

XYZ file:
```
91
Properties=species:S:1:pos:R:3
C -0.777 4.032 -0.653
Si -0.723 2.101 -0.418
C -1.332 1.638 1.362
C -1.851 1.375 -1.783
C 1.166 1.650 -0.666
N 1.596 1.684 -1.988
N 2.872 1.428 -2.149
C 3.556 1.171 -0.970
C 5.153 0.910 -1.166
F 5.807 1.322 0.055
F 5.565 1.772 -2.225
C 5.500 -0.596 -1.537
C 6.931 -1.096 -1.102
C 7.488 -2.505 -1.401
C 6.575 -3.492 -2.170
C 5.145 -3.022 -2.601
C 4.295 -4.119 -3.422
F 5.129 -4.743 -4.420
F 3.204 -3.564 -4.132
F 3.930 -5.173 -2.535
C 4.585 -1.585 -2.294
N 3.123 1.096 0.346
N 1.846 1.351 0.509
H -0.430 4.267 -1.735
H -0.060 4.580 0.050
H -1.850 4.444 -0.589
H -0.734 0.712 1.706
H -2.453 1.340 1.358
H -1.143 2.460 2.133
H -2.488 2.249 -2.200
H -2.559 0.625 -1.293
H -1.196 0.943 -2.611
H 7.624 -0.357 -0.562
H 8.559 -2.768 -1.059
H 7.004 -4.521 -2.416
H 3.545 -1.265 -2.633
N -4.705 0.057 0.921
C -5.761 0.888 0.894
C -6.930 0.674 1.606
C -7.020 -0.466 2.390
C -5.946 -1.343 2.436
C -4.819 -1.038 1.690
H -5.644 1.764 0.263
H -7.750 1.380 1.548
H -7.919 -0.670 2.961
H -5.982 -2.243 3.038
H -3.951 -1.691 1.696
N -10.014 2.643 1.635
C -10.311 3.901 1.270
C -11.245 4.692 1.920
C -11.916 4.155 3.008
C -11.630 2.857 3.406
C -10.677 2.148 2.693
H -9.762 4.275 0.412
H -11.442 5.702 1.583
H -12.655 4.742 3.542
H -12.136 2.406 4.251
H -10.415 1.131 2.967
N 6.625 -4.745 -8.458
C 5.648 -4.487 -7.573
C 4.825 -3.374 -7.635
C 5.022 -2.469 -8.668
C 6.026 -2.709 -9.595
C 6.793 -3.854 -9.448
H 5.535 -5.222 -6.783
H 4.050 -3.219 -6.894
H 4.399 -1.585 -8.750
H 6.208 -2.024 -10.413
H 7.588 -4.087 -10.150
N -8.223 1.357 4.808
C -8.923 1.230 5.948
C -8.424 1.551 7.200
C -7.124 2.028 7.286
C -6.377 2.168 6.125
C -6.968 1.822 4.920
H -9.933 0.850 5.830
H -9.036 1.431 8.085
H -6.697 2.289 8.248
H -5.360 2.537 6.155
H -6.426 1.917 3.985
N 9.979 -2.351 0.833
C 9.281 -2.477 1.974
C 9.785 -2.164 3.226
C 11.089 -1.697 3.310
C 11.834 -1.558 2.148
C 11.237 -1.894 0.944
H 8.268 -2.849 1.857
H 9.175 -2.283 4.112
H 11.520 -1.442 4.272
H 12.854 -1.197 2.177
H 11.778 -1.800 0.007
```

Its frontier orbital gap is 0.3121 Ha.

Results of the Mulliken charge analysis, in e, for atoms 1 through 5: number 1, C, carries -1.009; number 2, Si, carries 0.393; number 3, C, carries -0.783; number 4, C, carries -0.935; number 5, C, carries 0.631

No. 2
Molecular formula: C38H38MnN6O4PS
Method: DFT, the ωB97M-V functional and the def2-TZVPD basis

XYZ file:
```
89
Properties=species:S:1:pos:R:3
Mn 0.114 0.766 2.056
O -2.395 3.677 -1.008
C -3.416 2.820 -1.049
C -4.306 2.935 -2.124
C -5.382 2.079 -2.237
C -5.612 1.096 -1.275
C -4.735 0.977 -0.210
C -3.630 1.819 -0.074
C -2.617 1.572 1.003
O -1.548 2.234 0.998
N -2.923 0.593 1.871
N -1.834 0.293 2.635
C -2.009 -0.368 3.695
C -0.832 -0.686 4.538
C -0.959 -1.362 5.737
C 0.173 -1.569 6.514
C 1.390 -1.094 6.069
C 1.430 -0.444 4.841
N 0.349 -0.258 4.101
H -1.824 3.386 -0.235
H -4.117 3.705 -2.863
H -6.052 2.174 -3.085
H -6.460 0.427 -1.363
H -4.877 0.217 0.548
H -3.017 -0.648 4.000
H -1.935 -1.714 6.051
H 0.101 -2.096 7.458
H 2.294 -1.212 6.652
H 2.361 -0.071 4.425
O 4.139 0.459 2.280
C 3.178 1.218 2.151
O 2.008 0.831 1.779
C 3.321 2.701 2.369
C 4.577 3.233 2.069
C 4.828 4.592 2.117
C 3.786 5.442 2.484
C 2.544 4.931 2.810
C 2.254 3.547 2.777
S 0.657 3.057 3.333
H 5.357 2.535 1.787
H 5.808 4.985 1.873
H 3.949 6.515 2.522
H 1.742 5.596 3.108
C -0.285 -4.264 3.637
C 0.922 -3.851 2.795
P 0.556 -2.478 1.610
C -0.412 -3.417 0.331
C 0.295 -4.433 -0.564
C 2.218 -2.203 0.842
C 3.236 -3.343 0.765
H -0.017 -5.063 4.332
H -1.102 -4.635 3.012
H -0.667 -3.423 4.223
H 1.318 -4.713 2.251
H 1.721 -3.484 3.447
H -0.892 -2.663 -0.295
H -1.220 -3.904 0.884
H 1.030 -3.948 -1.207
H -0.428 -4.935 -1.212
H 0.805 -5.206 0.014
H 2.657 -1.370 1.395
H 2.013 -1.805 -0.158
H 3.529 -3.684 1.760
H 4.142 -2.981 0.272
H 2.879 -4.208 0.206
N -1.177 -0.120 -5.295
C -0.929 0.114 -6.631
C -1.517 -0.361 -7.801
C -0.983 0.093 -8.991
C 0.101 0.990 -9.012
C 0.677 1.450 -7.844
C 0.154 0.998 -6.634
N 0.550 1.278 -5.332
C -0.259 0.598 -4.580
C -0.204 0.544 -3.103
C 0.874 1.084 -2.430
C 0.934 0.967 -1.048
N -0.007 0.351 -0.335
C -1.055 -0.137 -0.983
C -1.198 -0.066 -2.359
H -1.874 -0.732 -4.913
H -2.348 -1.056 -7.785
H -1.405 -0.251 -9.926
H 0.489 1.324 -9.966
H 1.511 2.140 -7.855
H 1.656 1.590 -2.980
H 1.764 1.371 -0.481
H -1.836 -0.581 -0.372
H -2.096 -0.470 -2.811
```

Its frontier orbital gap (spin up / spin down) is 0.2021 / 0.2044 Ha. Its expectation value of S² is 8.76. As for the spin multiplicity: 6. Its total charge is -1.

Results of the Mulliken charge analysis, in e, for atoms 1 through 5: number 1, Mn, carries 0.366; number 2, O, carries -0.771; number 3, C, carries 0.508; number 4, C, carries -0.705; number 5, C, carries -0.279

No. 3
Molecular formula: C38H39AsCsF5N4O7S2
Method: DFT, the ωB97M-V functional and the def2-TZVPD basis

XYZ file:
```
97
Properties=species:S:1:pos:R:3
Cs 0.153 1.890 -1.310
O 1.033 1.879 2.825
C 1.971 2.721 2.168
C 1.348 4.061 1.838
N 0.377 4.028 0.745
C 0.760 4.916 -0.346
C 2.066 4.532 -1.119
O 2.557 3.402 -0.911
O 2.458 5.411 -1.922
C -1.004 4.279 1.186
C -2.078 3.803 0.163
O -2.731 4.671 -0.435
O -2.156 2.545 0.011
H 1.401 0.978 2.757
H 2.839 2.898 2.822
H 2.335 2.262 1.243
H 0.881 4.471 2.744
H 2.169 4.733 1.570
H -0.050 4.924 -1.084
H 0.873 5.959 -0.009
H -1.162 3.723 2.113
H -1.167 5.352 1.374
C -5.167 -1.967 -0.747
C -4.777 -2.548 0.453
C -3.732 -2.000 1.184
C -3.052 -0.877 0.718
C -3.465 -0.287 -0.475
C -4.517 -0.829 -1.203
As -1.573 0.029 1.644
C -2.653 0.998 2.964
C -1.994 1.845 3.856
C -2.712 2.582 4.789
C -4.097 2.502 4.830
C -4.760 1.690 3.921
C -4.043 0.947 2.993
C -0.994 -1.473 2.790
C -0.696 -1.354 4.142
C -0.158 -2.424 4.851
C 0.087 -3.633 4.220
C -0.203 -3.767 2.866
C -0.729 -2.694 2.164
H -5.981 -2.397 -1.319
H -5.289 -3.428 0.823
H -3.438 -2.455 2.123
H -2.998 0.640 -0.795
H -4.833 -0.355 -2.125
H -0.918 1.964 3.787
H -2.184 3.239 5.471
H -4.657 3.088 5.550
H -5.843 1.640 3.925
H -4.578 0.329 2.283
H -0.881 -0.422 4.658
H 0.072 -2.304 5.903
H 0.504 -4.466 4.775
H -0.015 -4.702 2.352
H -0.944 -2.813 1.108
O 0.435 3.530 -3.638
S 1.261 4.509 -4.409
C 0.434 4.583 -6.047
C -0.766 5.500 -5.877
C -0.205 6.716 -5.146
C 0.619 6.173 -3.983
H 0.200 3.554 -6.317
H 1.153 4.992 -6.763
H -1.517 5.003 -5.258
H -1.228 5.759 -6.833
H -0.988 7.385 -4.786
H 0.429 7.288 -5.831
H 0.006 5.964 -3.107
H 1.456 6.784 -3.657
F 5.934 -8.862 -3.348
C 4.792 -8.161 -3.217
C 4.036 -8.253 -2.065
F 4.446 -9.057 -1.067
C 2.864 -7.530 -1.944
F 2.175 -7.698 -0.801
C 2.372 -6.675 -2.944
S 0.887 -5.804 -2.784
C 3.174 -6.622 -4.093
F 2.812 -5.848 -5.125
C 4.347 -7.338 -4.234
F 5.073 -7.243 -5.362
C 2.759 -4.745 0.232
N 2.403 -3.408 0.640
C 2.985 -2.740 1.774
C 2.337 -1.356 1.663
O 2.488 -0.494 2.514
N 1.599 -1.285 0.522
C 1.671 -2.498 -0.038
N 1.048 -2.813 -1.168
H 3.765 -4.779 -0.201
H 2.056 -5.127 -0.507
H 2.733 -5.405 1.101
H 4.074 -2.661 1.698
H 2.717 -3.214 2.719
H 0.457 -2.127 -1.603
H 1.052 -3.734 -1.610
```

Its frontier orbital gap is 0.2514 Ha. Its total charge is -2.

Results of the Mulliken charge analysis, in e, for atoms 1 through 5: number 1, Cs, carries 1.360; number 2, O, carries -0.323; number 3, C, carries -0.245; number 4, C, carries -1.578; number 5, N, carries 1.383

No. 4
Molecular formula: C38H39CoFN5O3S2
Method: DFT, the ωB97M-V functional and the def2-TZVPD basis

XYZ file:
```
89
Properties=species:S:1:pos:R:3
Co 0.055 0.059 0.067
N 3.203 0.348 3.133
C 2.310 0.378 2.094
S 0.661 0.693 2.453
N 2.817 0.188 0.905
N 1.968 0.293 -0.121
C 2.471 0.150 -1.319
C 3.910 -0.047 -1.591
C 4.318 -1.055 -2.464
C 5.656 -1.200 -2.794
C 6.607 -0.345 -2.259
C 6.211 0.650 -1.375
C 4.876 0.797 -1.040
C 1.515 0.288 -2.400
C 1.889 0.493 -3.733
C 0.923 0.679 -4.695
C -0.412 0.699 -4.310
C -0.701 0.526 -2.971
N 0.217 0.306 -2.041
H 2.799 0.119 4.025
H 4.078 -0.105 2.913
H 3.574 -1.744 -2.846
H 5.960 -1.985 -3.476
H 7.651 -0.455 -2.524
H 6.948 1.319 -0.948
H 4.570 1.573 -0.355
H 2.939 0.522 -3.981
H 1.198 0.824 -5.732
H -1.203 0.855 -5.029
H -1.725 0.561 -2.624
C -3.519 -0.833 -3.127
C -3.851 -0.228 -1.757
C -5.255 0.386 -1.772
C -3.701 -1.272 -0.667
C -4.520 -2.395 -0.716
C -4.425 -3.396 0.233
C -3.499 -3.267 1.252
C -2.662 -2.160 1.341
C -1.736 -2.034 2.524
C -2.510 -1.516 3.742
C -0.980 -3.318 2.860
C -2.748 -1.143 0.366
N -1.914 0.007 0.387
C -2.485 1.176 0.777
C -3.750 1.299 1.402
C -4.255 2.526 1.799
C -3.552 3.703 1.581
C -2.311 3.628 0.955
C -1.822 2.405 0.583
F -0.600 2.357 -0.038
H -3.513 -0.055 -3.896
H -4.259 -1.582 -3.414
H -2.538 -1.312 -3.110
H -3.145 0.577 -1.556
H -6.017 -0.375 -1.955
H -5.329 1.137 -2.563
H -5.470 0.870 -0.819
H -5.248 -2.487 -1.515
H -5.073 -4.263 0.180
H -3.432 -4.042 2.008
H -0.989 -1.293 2.271
H -3.309 -2.209 4.021
H -2.951 -0.541 3.526
H -1.835 -1.399 4.593
H -1.636 -4.108 3.235
H -0.238 -3.101 3.632
H -0.450 -3.682 1.981
H -4.319 0.397 1.586
H -5.218 2.565 2.295
H -3.951 4.658 1.896
H -1.727 4.518 0.760
C -1.590 -8.166 0.533
C -0.918 -6.847 0.251
C -1.657 -5.722 -0.097
C -1.029 -4.514 -0.363
C 0.350 -4.428 -0.274
C 1.103 -5.536 0.078
C 0.469 -6.740 0.336
S 1.163 -2.867 -0.599
O 1.121 -2.675 -2.037
O 2.488 -2.967 -0.031
O 0.264 -1.935 0.134
H -2.675 -8.071 0.492
H -1.314 -8.539 1.522
H -1.283 -8.917 -0.198
H -2.739 -5.788 -0.148
H -1.601 -3.628 -0.615
H 2.177 -5.424 0.158
H 1.051 -7.611 0.618
```

Its frontier orbital gap (spin up / spin down) is 0.2342 / 0.2325 Ha. Its expectation value of S² is 0.88. As for the spin multiplicity: 2. Its total charge is -1.

Results of the Mulliken charge analysis, in e, for atoms 1 through 5: number 1, Co, carries -0.357; number 2, N, carries -0.520; number 3, C, carries 0.452; number 4, S, carries -0.594; number 5, N, carries -1.172